1.
43
Properties=species:S:1:pos:R:3:nbo_charge:R:1 method="wB97M-V/def2-TZVPD" de_lowest_kcal_mol=0.0 homo_ev=-7.45 max_force_ev_per_a=0.50 lumo_energy_ev=0.22 total_charge=0
Pd -0.17 0.25 -0.11 0.95
O 1.84 0.12 -0.19 -0.73
C 2.46 -0.91 -0.70 0.40
C 3.85 -0.79 -0.96 -0.25
C 4.57 -1.82 -1.50 -0.17
C 3.97 -3.05 -1.81 -0.29
C 2.64 -3.21 -1.55 -0.13
C 1.86 -2.17 -0.99 -0.26
C 0.49 -2.49 -0.69 0.19
N -0.36 -1.72 -0.12 -0.45
C -1.75 -2.18 0.07 -0.24
C -2.58 -1.02 0.61 -0.25
N -2.12 0.23 0.00 -0.45
C -2.90 1.15 -0.41 0.20
C -2.47 2.44 -0.89 -0.28
C -3.47 3.29 -1.41 -0.13
C -3.19 4.55 -1.85 -0.30
C -1.86 5.01 -1.75 -0.17
C -0.87 4.23 -1.23 -0.24
C -1.12 2.90 -0.78 0.41
O -0.12 2.24 -0.29 -0.69
H 4.31 0.17 -0.73 0.22
H 5.63 -1.67 -1.70 0.21
H 4.55 -3.85 -2.24 0.21
H 2.15 -4.15 -1.76 0.20
H 0.16 -3.50 -0.93 0.18
H -1.77 -2.99 0.79 0.21
H -2.14 -2.55 -0.88 0.20
H -2.38 -0.93 1.68 0.25
H -3.65 -1.18 0.44 0.20
H -3.98 0.97 -0.38 0.18
H -4.48 2.91 -1.47 0.20
H -3.96 5.19 -2.26 0.21
H -1.62 6.02 -2.08 0.21
H 0.15 4.58 -1.14 0.22
N 0.66 -1.12 4.72 -0.85
C 0.59 -0.69 3.41 0.78
N 1.76 -0.74 2.71 -0.85
O -0.47 -0.33 2.91 -0.69
H 1.54 -1.14 5.20 0.38
H -0.15 -0.89 5.27 0.40
H 2.64 -0.85 3.19 0.38
H 1.77 -0.30 1.80 0.43

---

2.
71
Properties=species:S:1:pos:R:3:lowdin_spin:R:1 method="wB97M-V/def2-TZVPD" de_lowest_kcal_mol=18.0 homo_ev="-4.52 / -4.59" max_force_ev_per_a=0.89 lumo_energy_ev="2.01 / 1.97" total_charge=-1 multiplicity=3
Pd -1.11 0.46 0.21 1.40
C -1.08 0.48 -2.89 0.01
N -1.92 0.97 -1.79 0.12
C -3.25 0.33 -1.87 0.01
C -4.06 0.42 -0.60 0.01
N -3.23 0.03 0.52 0.09
C -3.71 0.07 1.79 0.01
C -2.88 -0.39 2.84 0.01
F -1.65 -0.88 2.56 0.01
C -3.24 -0.40 4.17 0.00
F -2.37 -0.86 5.09 0.00
C -4.48 0.03 4.57 0.01
F -4.84 0.03 5.87 0.00
C -5.34 0.47 3.59 0.00
F -6.56 0.90 3.93 0.00
C -4.97 0.49 2.26 0.01
F -5.91 0.94 1.40 0.00
C -1.92 2.45 -1.78 0.00
C -2.28 3.06 -0.44 0.01
N -1.47 2.51 0.63 0.14
C -0.47 3.19 1.25 0.02
C -0.16 4.56 1.19 0.01
F -0.88 5.40 0.41 0.00
C 0.86 5.15 1.91 0.00
F 1.08 6.47 1.77 0.00
C 1.67 4.42 2.75 0.00
F 2.66 4.99 3.44 0.00
C 1.41 3.06 2.85 0.00
F 2.16 2.31 3.66 0.00
C 0.38 2.49 2.14 0.01
F 0.18 1.16 2.31 0.02
H -1.52 0.74 -3.86 0.00
H -1.00 -0.60 -2.82 0.00
H -0.09 0.92 -2.80 0.00
H -3.08 -0.72 -2.10 0.00
H -3.81 0.77 -2.71 0.00
H -4.91 -0.27 -0.73 0.00
H -4.50 1.41 -0.50 0.00
H -2.59 2.82 -2.56 0.00
H -0.90 2.75 -2.02 0.00
H -3.33 2.89 -0.21 0.00
H -2.17 4.13 -0.56 0.00
Br 1.20 -5.98 -4.23 0.00
C 2.51 -4.99 -3.28 0.00
C 2.70 -3.65 -3.58 0.00
C 3.66 -2.93 -2.87 0.00
C 4.42 -3.54 -1.88 0.00
C 4.23 -4.89 -1.63 0.00
C 3.27 -5.62 -2.31 0.00
N 5.54 -2.88 -1.23 0.00
N 5.46 -1.69 -0.83 0.00
C 4.24 -1.00 -0.63 0.00
C 4.30 0.35 -0.95 0.00
C 3.18 1.18 -1.00 0.00
C 1.90 0.69 -0.68 0.00
O 0.85 1.38 -0.74 0.06
C 1.85 -0.70 -0.20 0.00
N 0.65 -1.13 0.23 0.02
C 0.54 -2.30 0.82 0.00
C 1.65 -3.13 1.04 0.00
C 2.87 -2.73 0.58 0.00
C 3.00 -1.51 -0.12 0.00
H 2.11 -3.17 -4.34 0.00
H 3.80 -1.88 -3.09 0.00
H 4.86 -5.37 -0.88 0.00
H 3.11 -6.66 -2.09 0.00
H 5.27 0.74 -1.22 0.00
H 3.27 2.22 -1.29 0.00
H -0.45 -2.60 1.14 0.00
H 1.53 -4.05 1.59 0.00
H 3.74 -3.33 0.77 0.00

---

3.
12
Properties=species:S:1:pos:R:3:nbo_charge:R:1 method="wB97M-V/def2-TZVPD" de_lowest_kcal_mol=79.1 homo_ev="-8.77 / -8.63" max_force_ev_per_a=2.81 lumo_energy_ev="-1.74 / -1.52" total_charge=0
C 0.88 -0.38 0.02 -0.39
C 0.18 0.76 0.29 -0.16
C 0.08 -2.10 0.89 -0.23
C -0.65 1.37 -0.80 -0.42
Cl 0.27 2.42 -1.96 -0.09
Br 0.38 -2.23 2.76 0.10
Br -1.81 -2.24 0.36 0.04
H 0.84 -0.82 -0.96 0.22
H 1.87 -0.69 0.55 0.25
H 0.47 1.32 1.10 0.21
H -1.58 2.01 -0.63 0.24
H -0.93 0.60 -1.62 0.23

---

4.
37
Properties=species:S:1:pos:R:3:lowdin_spin:R:1 method="wB97M-V/def2-TZVPD" de_lowest_kcal_mol=0.0 homo_ev="-6.44 / -9.04" max_force_ev_per_a=5.92 lumo_energy_ev="0.05 / -2.91" total_charge=0 multiplicity=5
C -0.60 1.28 1.42 0.00
C -1.43 0.02 1.67 0.01
N -0.97 -1.20 1.03 0.04
C 0.27 -1.67 1.54 0.00
C 0.81 -1.20 2.87 0.00
O 0.96 -2.39 0.83 0.00
O -2.39 0.08 2.44 0.02
H 0.31 1.35 2.05 0.00
H -0.30 1.36 0.37 0.00
H -1.24 2.15 1.67 0.00
H 1.35 -0.25 2.84 0.00
H 0.06 -1.13 3.65 0.00
H 1.54 -1.94 3.20 0.00
C -6.45 -2.35 -0.38 0.02
O -5.53 -3.16 -1.13 0.08
C -4.23 -2.73 -1.18 0.33
C -3.86 -1.44 -1.57 0.59
C -2.58 -0.92 -1.03 0.08
C -1.47 -1.84 -0.39 0.07
C -1.94 -3.26 -0.46 0.44
C -3.21 -3.67 -0.77 0.19
Fe -5.20 -0.71 -3.66 1.82
C -4.01 0.47 -4.10 0.05
O -3.30 1.16 -4.71 0.01
C -6.75 0.05 -4.23 0.05
O -7.73 0.50 -4.64 0.01
C -5.17 -1.51 -5.22 0.04
O -5.05 -1.94 -6.28 0.00
H -6.93 -1.58 -1.00 0.01
H -7.20 -3.06 -0.04 0.00
H -5.99 -1.86 0.49 0.00
H -4.67 -0.71 -1.67 0.05
H -2.16 -0.12 -1.65 0.01
H -2.90 -0.51 -0.08 0.03
H -0.50 -1.75 -0.94 0.02
H -1.19 -4.00 -0.15 0.02
H -3.54 -4.72 -0.61 0.01

---

5.
12
Properties=species:S:1:pos:R:3:nbo_charge:R:1 method="wB97M-V/def2-TZVPD" de_lowest_kcal_mol=85.9 homo_ev=-9.75 max_force_ev_per_a=4.65 lumo_energy_ev=0.30 total_charge=0 smiles="O=[S@@H](=S)C1CC1"
O 1.86 2.62 -0.77 -0.95
S 1.75 1.48 0.16 1.39
S 1.55 1.74 2.00 -0.38
C 0.54 0.34 -0.51 -0.47
C -0.31 -0.49 0.69 -0.40
C -0.87 0.60 -0.21 -0.42
H 2.89 0.81 -0.32 0.04
H 0.89 -0.09 -1.38 0.24
H 0.17 -0.36 1.63 0.25
H -0.95 -1.39 0.34 0.24
H -1.52 0.18 -1.03 0.23
H -1.14 1.60 0.05 0.23

---

6.
63
Properties=species:S:1:pos:R:3:nbo_charge:R:1 method="wB97M-V/def2-TZVPD" homo_ev=-14.74 max_force_ev_per_a=4.04 lumo_energy_ev=-7.59 total_charge=+2
C -4.77 -0.82 -3.18 -0.60
C -3.36 -0.25 -3.42 -0.40
C -3.02 0.81 -2.34 -0.42
C -2.38 2.09 -2.93 -0.08
O -1.25 2.44 -2.10 -0.54
C -1.17 3.75 -1.78 0.34
O -0.74 3.96 -0.42 -0.70
S -0.77 5.58 -0.29 2.54
O 0.12 5.86 0.76 -0.90
O -2.04 6.17 -0.15 -0.88
O -0.27 5.89 -1.79 -0.68
C -0.28 4.67 -2.61 0.06
C 1.23 4.34 -2.75 -0.55
C 1.53 2.87 -2.61 0.83
O 1.63 2.42 -1.54 -0.59
O 1.71 2.08 -3.72 -0.54
C 0.77 1.04 -3.71 0.82
C 0.90 -0.04 -2.67 -0.74
O -0.07 1.01 -4.49 -0.49
H -5.19 -1.24 -4.09 0.23
H -4.71 -1.55 -2.38 0.20
H -5.45 -0.03 -2.85 0.21
H -2.59 -1.02 -3.37 0.20
H -3.29 0.17 -4.42 0.21
H -3.94 1.12 -1.83 0.21
H -2.39 0.38 -1.56 0.19
H -2.00 1.84 -3.92 0.21
H -3.11 2.89 -3.03 0.20
H -2.14 4.27 -1.79 0.18
H -0.67 5.05 -3.55 0.24
H 1.65 4.72 -3.68 0.26
H 1.77 4.86 -1.96 0.27
H 0.04 0.02 -1.99 0.23
H 1.78 0.23 -2.08 0.22
H 1.08 -1.02 -3.09 0.25
C -0.04 1.72 1.27 -0.43
N 0.44 0.43 1.86 -0.24
C 0.01 0.06 3.07 0.12
C 0.42 -1.14 3.62 -0.21
C 1.27 -1.98 2.90 0.02
C 1.71 -1.56 1.66 -0.20
C 1.28 -0.34 1.16 0.11
C 1.68 -3.31 3.44 0.04
C 1.41 -4.47 2.73 -0.21
C 1.84 -5.69 3.21 0.12
N 2.52 -5.77 4.37 -0.24
C 2.77 -4.66 5.09 0.10
C 2.36 -3.42 4.65 -0.20
C 3.02 -7.08 4.86 -0.41
H 0.21 2.52 1.96 0.25
H -1.12 1.64 1.15 0.24
H 0.43 1.89 0.31 0.28
H -0.66 0.73 3.59 0.26
H 0.04 -1.42 4.59 0.26
H 2.38 -2.16 1.06 0.26
H 1.59 0.02 0.19 0.27
H 0.87 -4.45 1.79 0.26
H 1.65 -6.61 2.68 0.26
H 3.32 -4.79 6.01 0.26
H 2.60 -2.55 5.24 0.26
H 2.61 -7.25 5.85 0.25
H 4.10 -7.04 4.88 0.25
H 2.69 -7.86 4.18 0.24

---

7.
16
Properties=species:S:1:pos:R:3:nbo_charge:R:1 method="wB97M-V/def2-TZVPD" de_lowest_kcal_mol=67.0 homo_ev=-9.39 max_force_ev_per_a=1.77 lumo_energy_ev=0.88 total_charge=0 smiles=CC1(C)[N@H+]2C[C@]21[O-]
C 1.28 -0.87 0.03 -0.64
C 0.18 0.22 -0.13 0.06
C 0.82 1.56 -0.49 -0.63
N -1.32 -0.16 -0.73 -0.60
C -1.62 -0.94 0.50 -0.33
C -0.80 0.25 0.98 0.57
O -1.13 1.21 1.62 -0.54
H 1.75 -0.78 1.02 0.23
H 2.09 -0.75 -0.70 0.22
H 0.89 -1.88 -0.04 0.22
H 1.39 1.49 -1.43 0.21
H 1.55 1.87 0.27 0.23
H 0.07 2.34 -0.55 0.24
H -1.37 -0.66 -1.60 0.38
H -2.62 -0.98 0.96 0.21
H -1.19 -1.95 0.47 0.18

---

8.
14
Properties=species:S:1:pos:R:3:nbo_charge:R:1 method="wB97M-V/def2-TZVPD" de_lowest_kcal_mol=41.3 homo_ev=-11.13 max_force_ev_per_a=1.07 lumo_energy_ev=0.79 total_charge=0 smiles=CC[C@@]1(C#N)CO1
C 0.32 1.69 -0.31 -0.61
C -0.17 0.37 -0.93 -0.41
C -0.24 -0.80 0.04 0.11
C 0.16 -2.09 -0.54 0.26
N 0.52 -3.08 -1.02 -0.30
C -0.14 -0.69 1.50 -0.08
O -1.39 -0.87 0.87 -0.46
H -0.31 2.01 0.52 0.21
H 0.29 2.48 -1.07 0.22
H 1.35 1.60 0.04 0.21
H -1.17 0.50 -1.34 0.23
H 0.49 0.10 -1.76 0.22
H 0.23 -1.53 2.09 0.20
H 0.03 0.30 1.94 0.19